No. 1
ORCA calculation (ωB97M-V/def2-TZVPD) on 2 unconnected molecules or ions with the total composition CH2N2S4 in a non-equilibrium geometry.

Each line ends with the natural charge from an NBO analysis.
Element x y z (Å)
C (-0.0823, -0.1530, -0.5180)  -0.529
N (1.4854, 3.2935, -1.4120)  0.028
N (0.8789, 3.2046, -2.3576)  -0.162
S (0.6757, -1.4447, 0.1204)  0.027
S (0.0682, 3.0811, -3.6205)  0.136
S (-0.9269, 0.4148, 2.2668)  -0.163
S (-0.9878, 1.0441, 0.3204)  0.271
H (-0.0541, 0.0554, -1.5790)  0.232
H (-0.0723, -0.6075, 1.9224)  0.160

molar mass: 170.309 Da
relative energy (zero: lowest compared OMol25 entry of this formula, charge and spin): 0.0 kJ/mol
spin multiplicity: 1
HOMO level (spin up / spin down): -8.87 / -8.87 eV
energy: -1741.51292 a.u.
charge: 0
SMILES string: N#[N+][S-].S=CSS

=====

No. 2
ORCA calculation (ωB97M-V/def2-TZVPD) on a gas-phase ion, CH2N3 (charge +1) in a non-equilibrium geometry.

Each line ends with the natural charge from an NBO analysis.
Element x y z (Å)
C (-0.3279, -0.1917, 1.0540)  0.274
N (0.8420, 0.6408, -2.2559)  0.288
N (-0.0877, -0.4109, -0.4008)  -0.246
N (0.3753, 0.2793, -1.3062)  0.229
H (-0.6260, -1.0564, 1.4825)  0.235
H (-0.1757, 0.7389, 1.4264)  0.219

molar mass: 56.048 Da
relative energy (zero: lowest compared OMol25 entry of this formula, charge and spin): 379.4 kJ/mol
spin multiplicity: 1
HOMO level (spin up / spin down): -18.01 / -18.01 eV
energy: -203.12237 a.u.
charge: +1
SMILES string: C=N[N+]#N

=====

No. 3
ORCA calculation (ωB97M-V/def2-TZVPD) on 2 unconnected molecules or ions with the total composition CH2N3O in a non-equilibrium geometry.

Each line ends with the natural charge from an NBO analysis.
Element x y z (Å)
C (-1.4589, 0.2380, 0.0346)  0.597
N (-1.3569, 1.4039, 0.0082)  -0.811
N (1.1415, -0.1784, -0.0427)  -0.434
N (0.7703, -1.3245, -0.1913)  -0.244
O (-1.4812, -0.9657, 0.0751)  -0.703
H (1.0923, 0.5591, -0.7895)  0.310
H (1.2929, 0.2676, 0.9057)  0.284

molar mass: 72.047 Da
relative energy (zero: lowest compared OMol25 entry of this formula, charge and spin): 0.0 kJ/mol
spin multiplicity: 1
HOMO level: -3.36 eV
energy: -278.77172 a.u.
charge: -1

=====

No. 4
ORCA calculation (ωB97M-V/def2-TZVPD) on a molecular structure, CH2N3O3 in a non-equilibrium geometry.

Each line ends with the natural charge from an NBO analysis.
Element x y z (Å)
C (3.2570, -0.1005, -0.0241)  0.813
N (0.8699, -1.0644, 0.0744)  -0.043
N (0.4206, -0.1986, 0.7533)  -0.355
N (2.0391, -0.1266, -0.9919)  -0.137
O (3.1074, 0.6508, 0.9106)  -0.754
O (1.5736, 1.1612, -0.8536)  -0.607
O (3.9750, -1.0113, -0.1890)  -0.695
H (1.9813, 1.3194, 0.0855)  0.471
H (-0.2186, -0.6279, 1.4196)  0.307

molar mass: 104.045 Da
relative energy (zero: lowest compared OMol25 entry of this formula, charge and spin): 293.9 kJ/mol
spin multiplicity: 1
HOMO level: -4.16 eV
energy: -429.22120 a.u.
charge: -1

=====

No. 5
ORCA calculation (ωB97M-V/def2-TZVPD) on a single CH2N4 molecule in a non-equilibrium geometry.

Each line ends with the natural charge from an NBO analysis.
Element x y z (Å)
C (-0.6344, -0.0012, 0.0016)  -0.191
N (1.3750, -1.1232, -0.0007)  -0.015
N (1.3742, 1.1252, -0.0040)  -0.015
N (0.2127, -1.1608, 0.0006)  -0.130
N (0.2113, 1.1597, 0.0042)  -0.130
H (-1.2663, 0.0028, -0.8912)  0.240
H (-1.2725, -0.0025, 0.8894)  0.240

molar mass: 70.055 Da
relative energy (zero: lowest compared OMol25 entry of this formula, charge and spin): 308.7 kJ/mol
spin multiplicity: 1
HOMO level: -8.30 eV
energy: -258.22814 a.u.
charge: 0

=====

No. 6
ORCA calculation (ωB97M-V/def2-TZVPD) on a single CH2N4O molecule in a non-equilibrium geometry.

Each line ends with the natural charge from an NBO analysis.
Element x y z (Å)
C (-0.2454, -0.4261, -0.3201)  0.472
H (-0.8572, -1.9392, 0.7643)  0.347
H (0.3373, 0.2164, 1.5216)  0.400
N (-0.6949, -1.6533, -0.1389)  -0.751
N (-0.0520, 0.4273, -1.4451)  -0.249
N (0.4587, 1.4923, -1.0908)  0.168
N (0.3947, 0.3592, 0.5781)  -0.300
O (0.6588, 1.5234, 0.1310)  -0.087

molar mass: 86.054 Da
relative energy (zero: lowest compared OMol25 entry of this formula, charge and spin): 389.9 kJ/mol
spin multiplicity: 1
HOMO level: -9.40 eV
energy: -333.39929 a.u.
charge: 0
SMILES string: [H]/N=c1/nno[nH]1

=====

No. 7
ORCA calculation (ωB97M-V/def2-TZVPD) on a single CH2N4O molecule in a non-equilibrium geometry.

Each line ends with the natural charge from an NBO analysis.
Element x y z (Å)
C (-0.4383, -0.2302, -0.0783)  0.622
H (-2.2419, 0.3272, 0.3553)  0.349
H (0.1818, 1.6602, -0.2261)  0.401
N (-1.7221, -0.5009, 0.0947)  -0.707
N (0.4081, 0.7918, -0.2201)  -0.449
N (1.6757, 0.3304, 0.1956)  -0.035
N (1.7266, -0.9631, 0.0286)  0.141
O (0.4102, -1.4154, -0.1498)  -0.321

molar mass: 86.054 Da
relative energy (zero: lowest compared OMol25 entry of this formula, charge and spin): 266.8 kJ/mol
spin multiplicity: 1
HOMO level: -9.87 eV
energy: -333.44620 a.u.
charge: 0
SMILES string: [H]/N=c1\[nH]nno1

=====

No. 8
ORCA calculation (ωB97M-V/def2-TZVPD) on a single CH2N4O2 molecule in a non-equilibrium geometry.

Each line ends with the natural charge from an NBO analysis.
Element x y z (Å)
C (0.3328, -1.4647, -0.5748)  0.119
N (0.1319, -0.3770, -1.2768)  -0.235
N (0.2785, -1.2622, 0.7552)  -0.272
N (-0.0147, 0.5236, -0.3519)  0.184
N (0.0150, -0.0133, 0.9031)  0.404
O (-0.1318, 0.6585, 1.9008)  -0.452
O (-0.6178, 1.9863, -0.6154)  -0.463
H (0.5288, -2.4196, -1.0145)  0.221
H (-0.5227, 2.3683, 0.2743)  0.495

molar mass: 102.053 Da
relative energy (zero: lowest compared OMol25 entry of this formula, charge and spin): 468.2 kJ/mol
spin multiplicity: 1
HOMO level (spin up / spin down): -9.81 / -9.81 eV
energy: -408.60721 a.u.
charge: 0
SMILES string: [O-][n+]1ncnn1O

=====

No. 9
ORCA calculation (ωB97M-V/def2-TZVPD) on 3 unconnected molecules or ions with the total composition CH2N4O2 in a non-equilibrium geometry.

Each line ends with the natural charge from an NBO analysis.
Element x y z (Å)
C (2.0621, -0.1580, 0.1162)  1.039
N (-1.2257, -0.8008, -0.3421)  -0.404
N (-1.1359, 1.7776, 0.7656)  -0.051
N (-0.4992, -0.5878, -1.2924)  -0.229
N (-0.1038, 1.9563, 0.3810)  0.040
O (1.1608, -0.4610, 0.7605)  -0.535
O (2.9763, 0.1168, -0.5247)  -0.504
H (-1.4997, -1.8790, -0.1103)  0.316
H (-1.7349, 0.0360, 0.2463)  0.328

molar mass: 102.053 Da
relative energy (zero: lowest compared OMol25 entry of this formula, charge and spin): 32.9 kJ/mol
spin multiplicity: 1
HOMO level: -8.34 eV
energy: -408.77302 a.u.
charge: 0

=====

No. 10
ORCA calculation (ωB97M-V/def2-TZVPD) on a single CH2N4S molecule in a non-equilibrium geometry.

Each line ends with the natural charge from an NBO analysis.
Element x y z (Å)
C (-0.6214, -0.0510, 0.9161)  -0.342
N (0.7902, 0.0635, 0.7033)  -0.486
N (1.0571, 1.1112, -0.6255)  -0.076
N (0.6405, 0.5254, -1.5749)  0.068
N (0.1545, -0.6102, -1.6708)  -0.517
S (0.2057, -1.3129, -0.0466)  0.914
H (-0.9181, -0.3224, 1.9213)  0.217
H (-1.3085, 0.5964, 0.3773)  0.223

molar mass: 102.122 Da
relative energy (zero: lowest compared OMol25 entry of this formula, charge and spin): 374.3 kJ/mol
spin multiplicity: 1
HOMO level: -9.27 eV
energy: -656.34022 a.u.
charge: 0

=====

No. 11
ORCA calculation (ωB97M-V/def2-TZVPD) on a single CH2N4S molecule in a non-equilibrium geometry.

Each line ends with the natural charge from an NBO analysis.
Element x y z (Å)
C (-1.0356, -0.3087, -0.0289)  0.125
H (1.9292, 0.6476, -0.5162)  0.412
H (-0.0153, 1.4811, 0.7778)  0.419
N (-0.2600, -1.4725, 0.1094)  -0.282
N (1.0165, -1.0642, -0.1520)  0.054
N (1.1497, 0.1731, -0.0063)  -0.183
N (-0.0770, 0.7884, -0.0996)  -0.451
S (-2.7075, -0.2447, -0.0841)  -0.094

molar mass: 102.122 Da
relative energy (zero: lowest compared OMol25 entry of this formula, charge and spin): 210.1 kJ/mol
spin multiplicity: 1
HOMO level: -8.77 eV
energy: -656.40276 a.u.
charge: 0
SMILES string: S=c1nn[nH][nH]1

=====

No. 12
ORCA calculation (ωB97M-V/def2-TZVPD) on a single CH2NO2P molecule in a non-equilibrium geometry.

Each line ends with the natural charge from an NBO analysis.
Element x y z (Å)
C (0.1802, 0.0227, -0.9434)  0.429
N (-0.5414, 0.5283, 0.0090)  -0.875
O (1.1423, -0.8210, -0.8331)  -0.130
O (1.3348, -1.4534, 0.3235)  -0.486
P (-1.1363, 0.0052, 1.3749)  0.981
H (0.1062, 0.4371, -1.9438)  0.182
H (-1.0858, 1.2810, 2.0130)  -0.100

molar mass: 91.006 Da
relative energy (zero: lowest compared OMol25 entry of this formula, charge and spin): 563.1 kJ/mol
spin multiplicity: 1
HOMO level (spin up / spin down): -8.63 / -8.64 eV
energy: -585.69993 a.u.
charge: 0